The following is a quantum chemistry calculation of a cluster of 7 separate species, C28H68N2O7S5 in total at a distorted geometry, from the Open Molecules 2025 dataset.

Properties
HOMO level ... -0.2833 Ha
DFT total energy ... -101615.89084 eV
Strongest force on any atom ... 4.15 eV/Å

Each line ends with the Mulliken charge.
Geometry (Å):
C (-4.815, -3.335, -4.348)  -0.93
S (-6.216, -3.351, -5.508)  0.50
O (-6.802, -4.635, -5.060)  -0.61
C (-7.128, -2.010, -4.611)  -0.92
H (-4.697, -2.374, -3.847)  0.32
H (-3.895, -3.747, -4.761)  0.31
H (-5.038, -3.933, -3.465)  0.35
H (-6.802, -1.006, -4.884)  0.36
H (-6.983, -2.147, -3.539)  0.29
H (-8.184, -2.008, -4.880)  0.32
C (-0.050, 0.532, -0.703)  -0.89
S (0.209, 1.024, 1.133)  0.51
O (-1.137, 0.795, 1.816)  -0.61
C (1.312, -0.316, 1.775)  -0.86
H (-0.216, -0.543, -0.771)  0.31
H (0.738, 0.956, -1.324)  0.34
H (-0.968, 1.023, -1.028)  0.31
H (1.549, -0.348, 2.839)  0.31
H (2.224, -0.403, 1.185)  0.31
H (0.754, -1.226, 1.557)  0.27
C (1.829, 6.886, 0.981)  -0.96
S (0.554, 6.276, -0.304)  0.50
O (1.100, 5.770, -1.599)  -0.60
C (0.017, 7.969, -0.834)  -0.84
H (2.692, 7.365, 0.519)  0.33
H (2.220, 6.060, 1.574)  0.33
H (1.434, 7.520, 1.775)  0.34
H (0.193, 8.766, -0.112)  0.30
H (-1.017, 8.015, -1.177)  0.30
H (0.665, 8.052, -1.707)  0.29
C (-3.006, 5.257, 5.206)  -0.93
S (-2.351, 6.961, 5.316)  0.54
O (-3.288, 7.815, 6.068)  -0.63
C (-1.016, 6.572, 6.509)  -0.88
H (-3.181, 4.725, 6.141)  0.32
H (-2.279, 4.689, 4.625)  0.34
H (-3.986, 5.308, 4.733)  0.31
H (-1.389, 6.671, 7.529)  0.31
H (-0.287, 7.371, 6.372)  0.30
H (-0.556, 5.592, 6.385)  0.32
C (0.102, 2.340, -6.863)  -0.84
S (-1.189, 2.982, -7.965)  0.47
O (-2.442, 2.552, -7.180)  -0.62
C (-0.960, 4.730, -7.595)  -0.92
H (-0.003, 1.280, -6.632)  0.34
H (0.259, 2.992, -6.004)  0.25
H (1.020, 2.213, -7.437)  0.33
H (-1.807, 5.266, -8.023)  0.33
H (-0.038, 5.180, -7.961)  0.35
H (-1.112, 4.891, -6.527)  0.30
C (-6.672, -3.596, 3.476)  -1.80
C (-5.618, -4.494, 4.078)  1.35
C (-4.273, -4.065, 3.428)  -1.30
C (-3.061, -4.967, 3.915)  -0.82
C (-2.841, -4.875, 5.451)  -0.95
C (-4.172, -4.945, 6.202)  1.55
N (-5.412, -4.350, 5.503)  0.23
O (-6.569, -4.335, 6.230)  -0.45
C (-4.393, -6.477, 6.483)  -1.88
C (-4.082, -4.074, 7.507)  -1.92
C (-5.910, -5.954, 3.619)  -1.70
H (-6.491, -3.247, 2.460)  0.36
H (-7.583, -4.194, 3.461)  0.38
H (-7.028, -2.662, 3.912)  0.41
H (-4.178, -4.157, 2.346)  0.54
H (-4.023, -3.014, 3.574)  0.41
H (-3.150, -6.013, 3.622)  0.35
H (-2.134, -4.843, 3.355)  0.47
H (-2.405, -3.904, 5.684)  0.39
H (-2.082, -5.625, 5.675)  0.35
H (-5.472, -6.584, 6.597)  0.41
H (-3.984, -6.771, 7.449)  0.42
H (-4.196, -7.297, 5.793)  0.32
H (-3.363, -4.510, 8.201)  0.41
H (-4.986, -3.908, 8.094)  0.49
H (-3.742, -3.072, 7.244)  0.44
H (-6.891, -6.222, 4.011)  0.47
H (-5.957, -5.821, 2.539)  0.38
H (-5.209, -6.752, 3.865)  0.31
H (-6.330, -3.580, 6.773)  0.37
C (6.647, -1.836, -2.050)  -1.59
C (7.583, -1.157, -3.171)  1.38
C (6.875, -1.055, -4.532)  -1.26
C (5.783, -0.051, -4.798)  -0.69
C (6.314, 1.314, -4.420)  -1.24
C (7.143, 1.437, -3.054)  1.19
N (7.933, 0.287, -2.821)  0.51
O (8.692, 0.467, -1.653)  -0.51
C (8.204, 2.585, -3.582)  -1.77
C (6.162, 1.693, -1.816)  -1.59
C (8.821, -1.987, -3.291)  -1.97
H (5.723, -1.313, -1.804)  0.32
H (7.206, -2.029, -1.134)  0.38
H (6.222, -2.758, -2.447)  0.42
H (7.691, -1.086, -5.253)  0.44
H (6.538, -2.090, -4.590)  0.51
H (4.892, -0.235, -4.199)  0.33
H (5.461, -0.125, -5.837)  0.38
H (5.387, 1.873, -4.289)  0.40
H (6.736, 1.661, -5.363)  0.41
H (7.697, 3.526, -3.793)  0.41
H (8.934, 2.741, -2.788)  0.45
H (8.827, 2.205, -4.392)  0.40
H (5.239, 1.151, -2.018)  0.33
H (6.558, 1.420, -0.838)  0.31
H (5.938, 2.758, -1.882)  0.44
H (9.475, -1.474, -3.997)  0.48
H (8.545, -2.963, -3.690)  0.39
H (9.387, -2.192, -2.382)  0.37
H (9.565, 0.528, -2.047)  0.34